1.
{
  "formula": "C24H48Cl14F6NO8S2Zn",
  "method": "ωB97M-V with the def2-TZVPD basis set",
  "mol_weight_da": 1218.5,
  "e_lumo_ev": -5.731,
  "charge": 1,
  "multiplicity": 1,
  "homo_energy_ev": -11.0,
  "max_force_ha_per_bohr": 0.07616,
  "species": ["H", "S", "O", "H", "H", "Cl", "C", "H", "Cl", "H", "Cl", "Cl", "F", "H", "H", "C", "C", "H", "Cl", "H", "H", "C", "C", "F", "C", "H", "F", "C", "H", "Cl", "F", "H", "H", "C", "H", "H", "F", "C", "H", "H", "H", "C", "H", "H", "O", "Cl", "H", "Zn", "H", "C", "C", "H", "C", "H", "H", "C", "Cl", "O", "Cl", "O", "O", "Cl", "C", "C", "H", "H", "Cl", "H", "H", "O", "Cl", "H", "C", "O", "H", "H", "H", "F", "C", "H", "C", "C", "S", "H", "H", "C", "H", "H", "H", "H", "H", "Cl", "H", "C", "C", "N", "Cl", "H", "H", "O", "H", "H", "C", "H"],
  "xyz": [[-1.767, -5.962, 1.315], [1.917, -0.523, 0.879], [-0.745, 0.933, 1.231], [2.933, -0.144, -5.128], [-2.926, -3.900, 2.186], [-7.509, -4.026, -3.308], [2.534, 3.490, 5.279], [2.972, 1.491, 4.720], [-6.771, 0.575, -1.574], [3.346, 2.277, 0.388], [5.081, 2.535, 4.952], [5.235, -0.382, -3.519], [-0.441, -0.481, -1.496], [-0.061, -6.137, 1.735], [2.751, 4.180, 6.090], [3.540, -0.772, -3.178], [2.615, -0.019, -4.095], [-1.092, 5.003, -2.607], [5.058, 0.488, -0.282], [-5.831, -2.955, -4.675], [-2.930, 0.939, 5.982], [-0.798, -5.467, 1.285], [6.093, -0.445, 0.851], [-2.529, -0.270, -0.984], [-5.359, 2.791, -2.596], [-1.019, 1.123, -3.862], [1.444, 1.093, 2.941], [-1.004, 2.225, -2.106], [-4.816, -3.900, -2.573], [-6.526, 3.857, -1.791], [2.642, -0.631, 3.449], [-5.398, -2.582, -1.642], [3.314, 1.823, 6.421], [-6.247, -2.802, -3.683], [3.392, -1.841, -3.305], [1.957, -4.550, -1.552], [3.504, 1.012, 2.371], [-2.060, -4.037, 2.838], [1.498, 3.165, 5.385], [0.087, -6.006, -0.600], [3.840, 5.261, 0.460], [3.388, 2.221, 5.412], [-4.616, 0.787, -2.496], [0.466, -3.604, -2.015], [-2.807, 2.168, -3.589], [-3.731, -1.850, -3.189], [5.724, -0.272, 1.859], [0.842, -3.186, 1.770], [-3.312, 1.151, -5.361], [-5.127, -2.858, -2.658], [1.257, -3.763, -1.283], [-1.942, -3.150, 3.451], [-0.345, -5.127, -0.126], [-6.743, -1.834, -3.676], [4.834, 3.092, -0.246], [-2.592, -0.074, 5.782], [3.056, 3.391, -1.692], [1.795, 0.471, -0.139], [-3.863, -0.961, 4.901], [-0.212, 3.155, -2.803], [-0.867, -4.272, 2.082], [7.839, 1.722, 0.917], [2.418, 0.316, 2.547], [3.472, 4.319, 0.869], [1.804, -2.826, -1.209], [-4.578, 2.144, -4.613], [0.103, 0.455, 5.906], [3.494, -0.459, -2.137], [-1.127, -1.185, 4.786], [0.632, -4.068, -0.009], [1.755, 4.539, 1.179], [3.939, 4.222, 1.848], [-0.202, 4.464, -2.274], [2.835, -1.645, 0.658], [5.927, -1.502, 0.653], [-4.397, 3.282, -2.726], [8.248, -0.601, 1.203], [-1.561, -2.194, -0.790], [-3.722, 1.506, -4.407], [-1.768, 2.719, -1.483], [7.539, -0.030, 0.610], [3.769, 3.178, -0.051], [-0.860, -0.487, 1.106], [7.760, -0.133, -0.448], [-0.371, 1.779, -1.328], [-5.233, 1.453, -1.894], [-1.141, -4.689, -0.730], [-1.268, 0.305, 3.979], [-4.114, 0.596, -3.928], [-4.726, 1.518, -0.933], [-2.467, -0.641, 6.699], [2.699, 4.239, 3.696], [-5.751, 2.667, -3.605], [-1.758, 1.372, -3.099], [-1.401, -0.871, -0.681], [0.477, -1.411, 1.250], [0.977, -0.776, -3.848], [-2.306, -4.910, 3.447], [0.651, 5.038, -2.637], [-1.857, -1.094, 1.964], [2.537, 1.044, -3.888], [-0.033, 4.386, -1.195], [-1.300, -0.122, 4.978], [-2.066, 0.465, -2.566]]
}

2.
{
  "formula": "C24H48Cl24",
  "method": "ωB97M-V with the def2-TZVPD basis set",
  "mol_weight_da": 1187.5,
  "e_lumo_ev": 0.227,
  "de_lowest_kj_mol": 169.51,
  "charge": 0,
  "smiles": "ClCCCl.ClCCCl.ClCCCl.ClCCCl.ClCCCl.ClCCCl.ClCCCl.ClCCCl.ClCCCl.ClCCCl.ClCCCl.ClCCCl",
  "multiplicity": 1,
  "homo_energy_ev": -10.3,
  "max_force_ha_per_bohr": 0.04255,
  "species": ["H", "H", "H", "H", "H", "Cl", "Cl", "H", "Cl", "C", "H", "H", "H", "H", "H", "H", "C", "H", "Cl", "H", "H", "C", "H", "Cl", "C", "C", "H", "Cl", "C", "C", "C", "C", "H", "H", "H", "H", "H", "H", "H", "H", "H", "Cl", "C", "Cl", "Cl", "H", "H", "H", "H", "C", "H", "C", "Cl", "Cl", "Cl", "H", "C", "Cl", "H", "H", "H", "H", "Cl", "H", "C", "C", "Cl", "C", "Cl", "Cl", "C", "C", "H", "H", "H", "H", "H", "Cl", "Cl", "H", "Cl", "Cl", "C", "Cl", "C", "C", "C", "Cl", "H", "H", "Cl", "C", "H", "H", "C", "H"],
  "xyz": [[-0.954, 5.539, -3.181], [-3.314, 5.845, 2.537], [-0.713, -4.644, 2.333], [3.319, 3.257, 3.785], [-2.773, 3.739, 3.635], [0.062, -1.815, 6.983], [2.460, 2.319, -3.445], [-0.929, 0.271, 5.171], [-1.062, 2.856, 2.101], [-2.548, 3.809, 2.571], [1.323, 0.133, 6.408], [-4.411, 0.780, -2.759], [4.576, 1.378, -1.564], [4.876, -3.632, -1.864], [-0.086, 0.922, -1.399], [-3.475, 1.537, -0.550], [0.316, -5.238, 0.494], [3.770, 0.590, -4.363], [-2.151, -5.876, 1.002], [3.892, -4.687, -3.761], [-3.711, -2.282, -0.463], [1.526, 3.818, 4.638], [-2.134, 0.068, -6.132], [-0.106, -3.769, -0.488], [4.110, -1.335, 3.133], [-0.505, 0.220, -0.677], [-3.458, 3.405, 2.126], [-1.403, 3.377, -2.374], [-3.270, -2.674, 1.616], [-0.577, -5.502, 1.675], [3.870, 1.346, -3.584], [-0.031, -0.167, 4.734], [-4.326, -0.013, -0.399], [-1.875, -1.417, -6.998], [3.522, -2.679, -1.427], [-1.636, 5.824, 2.742], [-2.005, 4.255, -5.256], [-3.579, -3.998, -0.184], [2.048, 2.080, 3.400], [-0.118, -6.263, 2.306], [1.316, -4.934, 0.805], [3.126, 1.837, 5.565], [4.191, 0.600, -2.224], [3.214, -4.971, -0.901], [-0.571, -1.368, 3.537], [0.163, -0.458, -5.828], [-3.524, 4.237, -4.361], [-2.236, -2.985, 1.468], [0.371, 0.657, 4.145], [0.890, -0.683, 5.831], [4.617, -1.891, 3.922], [0.578, -0.613, 0.024], [2.219, 4.984, 5.787], [5.577, -0.434, -2.424], [2.540, -2.236, 2.811], [-1.111, 0.788, 0.029], [-1.952, -0.998, -5.995], [-2.892, 6.464, -4.969], [5.918, -0.780, 2.052], [-3.622, -3.271, 2.457], [-0.648, -0.682, -4.331], [0.708, 3.348, 5.183], [-3.291, -1.765, -4.990], [1.024, 4.391, 3.858], [3.376, -3.807, -3.375], [-4.437, 1.038, -0.665], [-1.504, -0.849, -1.587], [-4.982, 1.335, -2.014], [1.588, 0.440, 1.028], [3.800, -2.432, -4.470], [3.787, -3.616, -1.917], [-3.931, -3.067, 0.261], [-6.019, 1.021, -2.132], [-2.440, 5.449, -2.449], [0.085, -1.279, 0.731], [2.302, -3.984, -3.422], [4.622, 2.103, -3.808], [-5.701, -3.150, 0.472], [-3.548, -0.982, 2.127], [1.198, -1.185, -0.666], [-2.340, 5.565, 0.420], [0.122, -2.725, -5.287], [-0.586, -1.085, -5.342], [-5.404, 1.916, 0.602], [-1.820, 4.878, -3.141], [4.932, -1.194, 1.845], [-2.564, 4.744, -4.459], [-4.925, 3.049, -2.390], [4.433, -0.480, 1.188], [3.348, 0.044, -1.816], [5.381, -2.764, 1.181], [-2.430, 5.295, 2.215], [0.455, -6.131, -0.116], [1.746, -1.166, 5.360], [2.443, 2.738, 4.174], [3.888, -0.326, 3.481]]
}

- multiplicity of number 2 (C24H48Cl24)?
  1